No. 1
ORCA calculation (ωB97M-V/def2-TZVPD) on the molecule C30H42N2O7S3.

Element x y z (Å)
S -2.9646 -3.2225 -1.6389
S 4.7184 -2.7206 -1.2246
S -0.9978 -0.8621 -2.3841
O 2.7798 -3.2784 4.2538
O 3.8982 -3.0096 -0.0814
O 3.0305 4.3678 -1.4475
O 0.9543 -2.0268 4.1517
O 1.6584 5.7134 -2.6260
O 5.3325 -1.2686 -1.0533
O 5.7530 -3.6417 -1.5776
N -4.0634 0.4803 2.3489
N -2.0964 1.8729 -1.8714
C 1.2110 -0.6077 2.2020
C 1.3596 2.7019 -0.8511
C -0.0722 0.5055 -1.7277
C 2.7916 1.3694 2.0007
C -5.0686 0.0769 -0.5582
C -5.3483 -0.2543 2.3207
C -2.5719 -0.5157 -1.6564
C 3.7187 -2.4431 -2.6538
C 2.0790 3.9595 -0.4432
C 0.0131 2.8191 -1.1502
C -5.6317 -2.4057 -0.4110
C 2.1695 0.3364 2.9481
C 2.9090 -1.1503 -2.7150
C 1.0287 -4.1391 2.8866
C -4.1854 1.0820 -0.9319
C 2.4417 4.8022 -2.6114
C -6.4327 0.5207 1.5845
C 2.9000 4.0312 -3.8128
C -2.9455 0.8108 -1.4799
C 0.2466 -1.3143 3.1304
C 3.6112 0.7169 0.8762
C -3.4481 -1.5435 -1.3015
C 1.6820 -3.1221 3.7896
C 1.9325 -0.9960 -1.5434
C 2.0078 1.4654 -0.9496
C -4.7078 -1.2622 -0.7495
C -0.7217 1.7234 -1.5775
C 3.4495 1.3501 -0.5219
C 1.2878 0.3597 -1.4102
C -6.4004 0.4808 0.0339
H 1.1644 -1.7561 -1.6789
H -5.8078 -3.0268 -1.2862
H 2.3796 4.3793 -4.6984
H 2.3037 -1.2446 -3.6217
H 3.4483 2.0156 2.5856
H -3.5605 0.2092 3.1857
H -6.5657 -2.0622 0.0222
H -0.4673 3.7879 -1.0673
H -5.1582 -3.0418 0.3405
H -4.4953 2.1116 -0.7865
H 1.3681 4.7717 -0.2935
H 3.9799 4.1279 -3.9283
H 1.5777 0.8612 3.7026
H -0.4205 -1.9750 2.5712
H 1.7801 -1.3686 1.6610
H -5.2234 -1.2623 1.9196
H 0.2329 -4.6468 3.4309
H 3.9197 2.3316 -0.5224
H 3.0773 -3.3214 -2.7319
H -3.4835 0.1770 1.5736
H -0.3896 -0.6068 3.6620
H -6.4085 1.5472 1.9480
H -5.6721 -0.3777 3.3556
H 3.4056 -0.3523 0.8291
H 0.6370 -0.0125 1.4843
H -7.3944 0.1095 1.9062
H 4.4179 -2.4834 -3.4896
H -6.6179 1.4851 -0.3280
H -7.1671 -0.1906 -0.3461
H 1.9699 1.9655 1.6002
H 4.0341 0.7441 -1.2114
H -2.4184 2.7142 -1.4094
H 2.7003 2.9724 -3.6361
H 2.9448 -0.2406 3.4523
H -2.5913 -3.5556 -0.3950
H 2.6538 3.8405 0.4724
H 2.4127 -1.2465 -0.5983
H 1.7931 -4.8662 2.6287
H 4.6706 0.8092 1.1389
H 0.6376 -3.7054 1.9697
H 3.5505 -0.2854 -2.8682
H 5.4739 -1.0939 -0.1090

Values from the calculation:
HOMO energy = -7.88 eV
M = 638.87 g mol⁻¹
frontier orbital gap = 8.02 eV
E_tot = -2999.14978 Eh


No. 2
ORCA calculation (ωB97M-V/def2-TZVPD) on a 2-piece molecular cluster, C2H5NO3S overall in a non-equilibrium geometry.

Element x y z (Å)
S 0.6582 -1.0719 -2.4875
O -0.4466 0.5013 0.9301
O -0.1435 3.0421 -4.1676
O -0.9337 1.2038 -3.1528
N -0.9158 2.2741 -3.6788
C -0.3359 0.5957 -0.5045
C 0.6773 -0.5751 -0.7775
H 0.3360 -1.4573 -0.1926
H -1.0304 1.0581 1.4212
H 1.7380 -0.2864 -0.4655
H -1.3146 0.5400 -1.2631
H 0.1429 1.6163 -0.8352

Values from the calculation:
energy above the lowest of the compared OMol25 structures with the same formula, charge and spin = 157.7 kcal/mol
HOMO energy (alpha / beta) = -9.10 / -8.71 eV
M = 123.13 g mol⁻¹
frontier orbital gap (alpha / beta) = 7.54 / 7.06 eV
E_tot = -757.64963 Eh


No. 3
ORCA calculation (ωB97M-V/def2-TZVPD) on CHF4P as an isolated structure in a non-equilibrium geometry.

Element x y z (Å)
P 1.3379 -0.6071 -0.2160
F -0.8940 1.5823 -0.2139
F -1.2916 -0.0056 -1.5732
F -1.6601 -0.2718 0.6237
F 1.3148 -1.3086 1.2462
C -0.8766 0.2661 -0.3371
H 2.0696 0.3447 0.4703

Values from the calculation:
energy above the lowest of the compared OMol25 structures with the same formula, charge and spin = 19.8 kcal/mol
HOMO energy (alpha / beta) = -6.75 / -11.44 eV
M = 119.99 g mol⁻¹
frontier orbital gap (alpha / beta) = 6.95 / 8.41 eV
E_tot = -779.36375 Eh
2S+1 = 3